Record 1
The following is a quantum chemistry calculation of a molecular structure, CoI, from the OMol25 dataset.

Geometry as ORCA input:
```
! wB97M-V def2-TZVPD RIJCOSX def2/J DEFGRID3
* xyz 2 5
Co 0.38161 0.50988 1.09234
I -0.38161 -0.50988 -1.09234
*
```

Kohn-Sham gap (alpha / beta) = 11.7198 / 6.9323 eV
Molecular weight = 185.8 g/mol
Expectation value of S² = 6.02
Highest occupied orbital energy (alpha / beta) = -0.8744 / -0.8263 Ha
Energy relative to the best compared isomer or geometry (same formula, charge and spin) = 0.000 eV

=====

Record 2
The following is a quantum chemistry calculation of C25H37NO4 in the gas phase, from the OMol25 dataset.

Geometry as ORCA input:
```
! wB97M-V def2-TZVPD RIJCOSX def2/J DEFGRID3
* xyz 0 1
O -0.99505 -2.67978 -0.26022
C 0.17318 -2.94583 -1.01296
C 1.45154 -2.66142 -0.25929
C 2.53372 -2.07733 -0.89762
C 3.73832 -1.86259 -0.24503
C 4.89776 -1.19965 -0.97014
O 4.53094 -0.72997 -2.24566
C 5.47365 -0.03265 -0.14881
N 4.40047 0.89327 0.16115
C 4.85223 2.10866 0.81466
C 3.69347 2.93910 1.36363
C 2.80343 3.57320 0.29334
C 1.98528 2.57735 -0.52943
C 0.89789 1.87796 0.28180
C 0.12888 0.88211 -0.58623
O -0.78495 0.07964 0.14136
C -1.97387 0.70646 0.59030
C -2.97136 1.04198 -0.52267
C -3.33967 -0.16003 -1.39331
C -4.18776 -1.21092 -0.66450
C -5.49066 -0.63362 -0.19112
C -6.51033 -0.37162 -1.09896
C -7.70213 0.19257 -0.68272
C -7.89361 0.50453 0.65284
C -6.88763 0.24446 1.56676
C -5.69564 -0.31953 1.14606
C 3.85424 -2.26755 1.08049
C 2.78048 -2.82651 1.74172
C 1.56549 -3.01881 1.08840
O 0.53722 -3.55846 1.78124
H -1.00816 -1.72361 -0.06894
H 0.16234 -2.37995 -1.95368
H 0.12490 -4.01302 -1.26350
H 2.44838 -1.80465 -1.93993
H 5.68607 -1.94293 -1.14486
H 4.03338 0.08579 -2.10329
H 5.99368 -0.40675 0.74847
H 6.20949 0.49197 -0.76647
H 3.72831 0.41769 0.75959
H 5.41008 2.69370 0.07508
H 5.54295 1.88249 1.64784
H 3.09175 2.31657 2.02846
H 4.12093 3.74191 1.96897
H 2.12303 4.27579 0.78177
H 3.43682 4.14709 -0.38649
H 1.51335 3.11467 -1.35621
H 2.66066 1.83185 -0.94757
H 0.21507 2.62561 0.69201
H 1.33517 1.32650 1.11506
H 0.83522 0.16711 -1.01765
H -0.38042 1.40582 -1.40451
H -2.41286 -0.01540 1.28230
H -1.73756 1.61678 1.15411
H -3.86970 1.44695 -0.05347
H -2.55202 1.82470 -1.15912
H -2.42730 -0.63563 -1.75739
H -3.89734 0.20228 -2.25990
H -4.38340 -2.02965 -1.36046
H -3.62732 -1.62044 0.17577
H -6.36875 -0.61809 -2.14196
H -8.48540 0.38804 -1.40086
H -8.82417 0.94475 0.97967
H -7.03126 0.48109 2.61122
H -4.91701 -0.52365 1.86775
H 4.79014 -2.14607 1.60555
H 2.85949 -3.13204 2.77324
H -0.26405 -3.50228 1.22433
*
```

Kohn-Sham gap = 9.0317 eV
Molecular weight = 415.6 g/mol
Highest occupied orbital energy = -0.3022 Ha
Energy relative to the best compared isomer or geometry (same formula, charge and spin) = 0.060 eV
SMILES string = OCc1cc([C@@H](O)CNCCCCCCOCCCCc2ccccc2)ccc1O